Molecular formula: C4H10N2
Method: DFT, ωB97M-V/def2-TZVPD

Last columns: bonded neighbours and bond lengths (Å).
Geometry (Å):
1 C -0.259 1.486 -1.418  C2 1.326, H7 1.077, H8 1.067
2 C -0.481 0.756 -0.333  C1 1.326, N3 1.382, C4 1.495
3 N -0.784 1.147 0.957  C2 1.382, H9 1.047, H10 1.079
4 C -0.552 -0.737 -0.365  C2 1.495, C5 1.481, H11 1.208, H12 1.170
5 C 0.269 -1.457 0.636  C4 1.481, N6 1.556, H13 1.150, H14 1.094
6 N 1.755 -1.086 0.360  C5 1.556, H15 0.950, H16 1.019
7 H -0.230 2.562 -1.442  C1 1.077
8 H -0.001 1.346 -2.444  C1 1.067
9 H -1.388 0.413 1.394  N3 1.047
10 H -0.887 2.180 1.254  N3 1.079
11 H -1.746 -0.809 -0.196  C4 1.208
12 H -0.390 -1.245 -1.407  C4 1.170
13 H -0.148 -1.297 1.696  C5 1.150
14 H 0.409 -2.532 0.783  C5 1.094
15 H 1.809 -1.235 -0.577  N6 0.950
16 H 1.906 -0.106 0.597  N6 1.019

Summary:
gap between HOMO and LUMO: 9.29 eV
molecular weight: 86.14 g/mol
SMILES: C=C(N)CCN
E_tot: -267.8301 hartree
2S+1: 1
ΔE to the lowest compared entry with this formula, charge and spin: 250.1 kJ/mol